Entry 1:
{"formula": "C37H38BN5O4PbSSi", "method": "ωB97M-V with the def2-TZVPD basis set", "elements": ["H", "H", "C", "H", "C", "C", "C", "C", "C", "C", "C", "C", "N", "H", "H", "H", "C", "H", "N", "N", "H", "C", "C", "C", "C", "C", "Pb", "H", "C", "C", "H", "C", "N", "H", "H", "O", "O", "C", "C", "H", "C", "H", "H", "H", "H", "C", "O", "H", "C", "H", "H", "H", "H", "C", "N", "Si", "H", "C", "H", "H", "H", "H", "H", "C", "H", "C", "C", "O", "H", "C", "C", "H", "H", "C", "C", "H", "C", "H", "H", "C", "C", "B", "H", "S", "C", "C", "H", "H"], "positions_angstrom": [[-5.00032, 4.69113, -2.54074], [1.46021, -4.32285, -2.07476], [-3.98718, 0.76510, 1.56052], [-0.04225, -8.53445, -0.60416], [0.39938, 0.41324, 2.91207], [1.84432, -4.17212, 0.01547], [4.73375, 0.26710, -0.69265], [-5.09355, 0.44190, 2.33120], [-6.09264, -0.36424, 1.80335], [0.81743, -6.74546, 0.23196], [-1.66701, -1.77375, -1.81913], [-1.47581, -2.73702, -2.80082], [1.52421, 0.60822, 2.21790], [-1.57175, 3.71071, 1.43892], [-1.54625, -3.17074, -4.90133], [-2.99676, 6.06047, -3.00078], [0.39269, 3.73438, 0.72576], [3.69985, 2.87581, -1.26125], [2.53751, 0.69524, 3.08874], [3.87245, 0.53373, 0.29096], [-0.65659, -8.10535, 0.99467], [1.80643, -4.79620, 1.25647], [-2.61972, 2.45831, -1.59022], [-2.11323, -0.49739, -2.16217], [3.69519, 3.74515, -0.60550], [0.51926, 5.18736, 0.50928], [1.50213, 0.45499, -0.11512], [-1.45672, -2.01589, -0.78202], [-3.87763, 2.99868, -1.84592], [5.87232, 0.44432, 1.16744], [0.95168, -8.80204, 0.83822], [0.88965, -6.11130, -1.00174], [4.57133, 0.62907, 1.42876], [-2.33644, -0.91288, -5.52145], [-1.13732, -3.72629, -2.51792], [-1.00350, 0.87647, 0.10573], [3.68677, -2.45356, 0.60705], [2.34600, 4.01848, -0.09937], [1.29513, -6.07611, 1.35989], [-3.20519, 1.38821, 1.98480], [-4.01345, 4.28697, -2.35064], [-4.76542, 2.40904, -1.64288], [-2.69555, 0.79356, -3.78319], [2.26296, 6.29158, -0.20620], [-0.23096, 5.91902, 0.76274], [-1.49685, 3.24502, -1.86126], [2.30349, -1.93594, -1.34386], [0.53446, -6.62937, -1.88512], [0.23603, -8.12704, 0.36662], [-4.76852, -0.92064, -1.26040], [-6.74696, -1.48094, 0.09245], [1.25551, -6.56554, 2.32627], [4.10503, 4.61738, -1.11090], [-2.35191, -0.19499, -3.49952], [1.50889, 3.08052, 0.30630], [-2.33190, 0.76923, -0.75940], [6.60821, 0.47598, 1.95309], [6.02847, 0.21148, -0.18749], [6.93956, 0.01458, -0.72406], [-0.00829, 0.28242, 5.08830], [-0.74226, 5.13521, -2.54830], [-6.95583, -0.62508, 2.40264], [4.66205, 0.33248, 3.63472], [0.68597, 0.40364, 4.27558], [-0.50780, 2.83162, -1.68127], [-3.85076, 0.29432, 0.25284], [-2.88880, 5.05853, -2.60447], [1.33286, -1.81337, 0.86288], [2.17846, -4.25645, 2.11789], [1.40033, -4.82389, -1.11653], [-5.97309, -0.84757, 0.50839], [4.38050, 0.09365, -1.69795], [-0.53145, 0.23597, 2.39422], [-1.62635, 4.53673, -2.35488], [1.76192, 5.37216, 0.05201], [2.71353, 0.62904, 5.18699], [-4.86055, -0.52263, -0.25518], [-0.43131, 2.54693, 2.23567], [4.22640, 2.17319, 3.03688], [-2.15169, -1.15782, -4.48220], [-1.71335, -2.42689, -4.13196], [4.04452, 0.98407, 2.83607], [4.34000, 3.49260, 0.24559], [2.37037, -2.46913, 0.01878], [2.05619, 0.58488, 4.33560], [-0.71156, 3.05957, 1.30248], [-0.94128, 2.13807, 0.61663], [-5.17765, 0.81740, 3.34393]], "mulliken_charge": [0.410, 0.594, -0.088, 0.355, -1.101, -0.358, -0.609, -0.796, -0.445, 1.073, -0.026, -0.627, 1.003, 0.612, 0.393, 0.378, -0.392, 0.182, -0.495, 0.322, 0.312, -0.772, 0.463, 0.326, -1.085, -1.186, 1.631, 0.378, -0.583, -0.347, 0.339, -0.789, 0.229, 0.386, 0.459, 0.766, -0.740, 0.694, -0.757, 0.167, -0.525, 0.402, 0.398, 0.528, 0.561, -0.258, -0.783, 0.285, -1.412, 0.390, 0.399, 0.368, 0.484, -0.418, 0.837, -1.301, 0.448, -1.203, 0.447, 0.472, 0.440, 0.377, -0.178, -1.321, 0.443, 0.547, -0.688, -0.659, 0.431, -0.242, -0.765, 0.530, 1.100, -0.426, -0.942, 0.438, -0.249, 0.379, -0.176, -0.753, -0.593, 0.150, 0.200, 1.715, -0.309, 0.509, -0.764, 0.409], "max_force_ev_per_a": 3.836, "homo_lumo_gap_ev": 4.88, "de_lowest_kcal_mol": 22.35, "multiplicity": 1}

=====

Entry 2:
{"formula": "C7H11N2O", "method": "ωB97M-V with the def2-TZVPD basis set", "elements": ["C", "C", "H", "C", "C", "H", "H", "C", "C", "H", "H", "H", "O", "H", "H", "N", "H", "C", "N", "H", "H"], "positions_angstrom": [[2.82558, 0.36260, -0.36978], [0.17701, 1.60332, -0.04460], [0.16352, -1.59041, 0.57688], [-1.73280, 0.39784, -0.01457], [-2.08737, 1.71250, 0.00258], [2.91632, 0.17361, -1.40965], [2.44015, -1.50768, 0.22144], [1.98456, -0.60965, 0.36389], [0.54916, -0.82128, -0.12511], [0.49248, -1.28508, -1.16028], [-2.32652, -1.36676, 1.09397], [-3.08083, 2.17401, 0.11133], [3.67969, 1.12340, 0.25828], [2.09129, -0.34063, 1.36943], [-0.79233, 3.48366, -0.02462], [-0.85980, 2.44502, 0.07740], [-2.56858, -1.69504, -0.45927], [-2.62966, -0.80919, 0.10491], [-0.27810, 0.35318, -0.04457], [4.27951, 1.65231, -0.12792], [-3.73611, -0.53367, -0.00653]], "mulliken_charge": [0.105, -0.602, 0.334, 0.492, -0.497, 0.411, 0.486, -0.914, -0.301, 0.292, 0.270, 0.385, -0.301, 0.387, 0.278, 0.045, 0.374, -1.275, 0.356, 0.374, 0.299], "charge": 1, "max_force_ev_per_a": 7.483, "homo_lumo_gap_ev": 7.13, "de_lowest_kcal_mol": 76.92, "multiplicity": 1}

=====

Entry 3:
{"formula": "CH3N4O", "method": "ωB97M-V with the def2-TZVPD basis set", "elements": ["N", "O", "H", "C", "H", "N", "H", "N", "N"], "positions_angstrom": [[-0.63087, -0.13325, 0.75141], [-0.25802, -1.74329, -0.01866], [1.23397, 0.10332, 1.53162], [-1.67494, 0.22347, -0.00562], [0.87467, -0.69856, -0.73986], [1.27412, 0.31557, -0.47436], [1.22185, 0.94872, -1.22050], [-2.62656, 0.51105, -0.64242], [0.58577, 0.47298, 0.81839]], "mulliken_charge": [-0.241, -0.777, 0.258, 0.569, 0.365, -0.567, 0.186, -0.561, -0.233], "charge": -1, "max_force_ev_per_a": 4.951, "homo_lumo_gap_ev": 8.77, "de_lowest_kcal_mol": 93.63, "multiplicity": 1}

=====

Entry 4:
{"formula": "C28H43N3O7", "method": "ωB97M-V with the def2-TZVPD basis set", "elements": ["C", "H", "H", "C", "H", "H", "C", "C", "O", "H", "C", "H", "H", "H", "C", "C", "H", "H", "H", "C", "C", "H", "N", "C", "C", "H", "H", "O", "H", "O", "C", "O", "N", "H", "H", "C", "O", "O", "H", "H", "H", "C", "H", "H", "C", "H", "C", "C", "H", "C", "H", "H", "C", "H", "H", "H", "C", "H", "C", "H", "C", "C", "C", "C", "C", "H", "N", "O", "C", "H", "C", "H", "H", "H", "H", "H", "H", "H", "H", "H", "H"], "positions_angstrom": [[1.56574, -3.75601, 0.11391], [-0.24034, -1.85439, 2.01355], [2.10422, -0.53587, 3.50131], [0.19399, 0.58934, -0.92710], [1.93810, -2.43070, -1.64368], [-3.73534, -2.33527, 1.16810], [-3.66482, -2.94755, 0.27111], [0.93696, -0.18962, 1.28808], [-2.23080, 3.32772, -1.56456], [7.48197, 1.35360, -2.38975], [6.49636, 2.39815, -0.77690], [-2.61661, -3.12286, 0.04633], [-3.05352, 1.27548, -1.24934], [2.13292, -4.10716, 0.96382], [-4.37791, 0.81269, 2.14685], [0.81212, -2.47777, 0.25887], [-4.64708, -2.49078, -3.02111], [5.39545, 2.98556, 0.98509], [-2.06143, 4.51501, 0.12589], [-2.61749, 2.34977, 1.59910], [5.72634, 2.06679, 0.49713], [7.61988, 0.56497, -0.81596], [-0.05480, 0.30137, 0.36011], [-2.53436, -0.68908, -1.27863], [0.87276, 0.62159, 2.59586], [3.81390, 1.72777, -0.45068], [5.85572, 2.97156, -1.45087], [1.66343, -2.15106, 2.54519], [2.54712, -2.25916, 2.12342], [3.85986, -2.18451, 0.98830], [-5.13994, 1.31961, 1.10790], [-1.69415, -1.53706, -1.46659], [-2.26560, 0.64109, -1.22311], [7.36628, 3.01286, -0.53704], [-5.96113, -1.51109, 0.33976], [-4.35194, -2.24128, -0.89738], [1.99611, 0.42704, 3.39934], [1.28532, 0.50997, -1.45382], [-3.11060, -3.13144, -2.42379], [6.05491, -0.68081, -2.28384], [-6.29986, -1.45930, -1.39206], [-5.83795, -2.04205, -0.59973], [1.14217, -4.54137, -0.49240], [-4.14856, -3.90228, 0.45608], [4.95177, -0.09421, -0.52887], [-1.01145, 0.34319, 0.68163], [5.73363, 0.24224, -1.79729], [3.32120, -1.86606, -0.06974], [5.07283, 0.77565, -2.48526], [-4.16750, -3.01880, -2.19977], [-0.59734, 2.88748, -0.38446], [-4.61508, -4.00387, -2.10376], [-0.97423, 2.71334, -1.39747], [-0.04923, 0.35306, 3.13794], [-6.12997, 0.93291, 0.92019], [-1.64121, 2.76121, 1.81392], [-4.63523, 2.32814, 0.30784], [-0.09648, -2.37010, -0.31808], [6.94137, 1.11521, -1.47143], [-3.60371, 4.53879, -0.76591], [4.51796, 1.18849, 0.18846], [-3.36802, 2.85223, 0.54331], [0.75676, -1.70887, 1.56989], [-3.11846, 1.33126, 2.39276], [2.07893, -2.52038, -0.57473], [-4.76829, 0.02315, 2.77196], [3.80520, -0.91073, -0.87852], [-3.83639, -0.89199, -1.03618], [-1.00717, 1.18755, -1.67074], [6.38466, 1.53903, 1.19042], [-2.80418, 3.89402, -0.39188], [1.91429, -0.02608, 0.82450], [3.18424, -0.53340, -1.58260], [-5.22716, 2.71829, -0.50765], [4.00921, 0.93069, 1.11943], [-0.86207, 1.00215, -2.74343], [-2.52611, 0.94953, 3.21151], [5.56780, -0.69617, 0.14779], [-6.33407, -3.00547, -0.53190], [-0.27426, 3.16992, -2.10550], [0.84090, 1.69046, 2.36124]], "mulliken_charge": [-0.876, 0.686, 0.465, -0.223, 0.441, 0.237, -1.453, 1.193, -0.462, 0.370, -0.676, 0.326, 0.285, 0.220, -0.572, 0.478, 0.361, 0.369, 0.398, -0.239, -1.006, 0.342, 0.817, 0.588, -0.730, 0.122, 0.324, -0.874, 0.485, -0.850, -0.387, -0.744, -0.124, 0.365, 0.285, 1.676, -0.662, -0.597, 0.306, 0.331, 0.407, -1.709, 0.346, 0.518, -0.332, -0.298, -0.738, 0.224, 0.321, -1.621, 0.322, 0.477, -0.810, 0.202, 0.481, 0.426, -0.202, 0.285, -0.703, 0.427, 0.017, 0.442, -0.619, -0.581, -0.055, 0.452, -0.011, -0.452, 0.325, 0.387, -1.213, -1.109, 0.374, 0.381, 0.138, 0.511, 0.457, 0.331, 0.451, 0.422, 0.334], "max_force_ev_per_a": 0.649, "smiles": "CC(C)(C)OC(=O)N[C@@H](COCc1ccccc1)C(=O)N[C@@H](CO)[C@H](O)[C@@H]1C[C@@H]1C(=O)NC1CCCCC1", "homo_lumo_gap_ev": 9.66, "multiplicity": 1}

=====

Entry 5:
{"formula": "C4H8O3", "method": "ωB97M-V with the def2-TZVPD basis set", "elements": ["O", "C", "C", "O", "H", "H", "H", "O", "C", "H", "C", "H", "H", "H", "H"], "positions_angstrom": [[1.09696, 0.75741, -3.69109], [-0.17924, 0.08781, 1.49979], [-1.39637, -0.23786, 2.46961], [1.57009, 0.64787, -0.65541], [0.70263, -0.05401, 2.11340], [-2.39869, -0.37670, 2.01159], [1.24663, -1.16290, -1.39476], [-1.23213, -0.28544, 3.63024], [-0.30174, -0.64088, 0.20119], [0.21051, 0.83825, -3.33410], [0.97857, -0.37911, -0.67032], [-0.42157, -1.71432, 0.33721], [1.55333, 1.57850, -3.48348], [-1.08192, -0.23405, -0.44305], [-0.34707, 1.17542, 1.40916]], "mulliken_spin": [0.000, 0.135, 0.034, 0.119, 0.012, 0.071, 0.033, 0.513, 0.052, 0.000, 0.031, 0.003, 0.000, 0.000, -0.004], "charge": 1, "max_force_ev_per_a": 1.058, "s_squared": 0.759, "homo_lumo_gap_ev": [9.10, 4.37], "de_lowest_kcal_mol": 28.01, "multiplicity": 2}

=====

Entry 6:
{"formula": "C18H29AuO2Si", "method": "ωB97M-V with the def2-TZVPD basis set", "elements": ["H", "C", "C", "C", "H", "C", "H", "H", "C", "C", "C", "C", "H", "C", "H", "C", "C", "O", "H", "H", "C", "H", "H", "H", "H", "H", "H", "Si", "C", "H", "H", "H", "C", "H", "H", "C", "H", "H", "H", "C", "H", "O", "H", "H", "C", "H", "Au", "C", "H", "H", "H"], "positions_angstrom": [[2.66614, -0.41059, 1.20119], [-1.47757, 2.28837, 1.57461], [2.19895, 1.67184, 2.02623], [1.03497, -1.79341, -1.29103], [1.37068, -3.68268, 1.71773], [1.21943, -3.24230, 2.70845], [-1.43648, 2.62116, 2.61402], [-0.05573, -1.55100, -1.24935], [0.26153, -0.72602, -4.37659], [-1.69850, 2.28586, -0.72865], [0.45696, 1.75482, -4.47153], [2.50533, 1.29413, -0.26608], [-2.39567, 0.17676, -0.92777], [-1.74726, -3.74004, 2.56230], [-1.75262, -4.44093, 3.41156], [-1.83841, 0.59499, -4.45448], [-1.93799, 0.94229, 1.14745], [-0.66814, -1.30060, 1.59856], [0.16646, 2.43426, -3.66063], [-1.57069, -1.13034, 4.67969], [-0.33782, 0.47945, -4.42995], [-1.52122, -4.31093, 1.65336], [2.11983, 3.91354, 1.79462], [-0.59005, -2.47898, 5.29176], [-1.75433, 2.65382, -1.75500], [-1.14641, 4.15768, 0.37981], [2.74126, 0.82272, -1.21825], [-0.45947, -2.36450, 2.78691], [-2.04910, 0.99222, -0.29644], [0.19772, -0.97297, 4.78298], [2.38019, 1.50926, 3.08829], [1.52947, 1.54875, -4.36497], [2.38165, 0.61848, 0.99320], [-2.20165, 0.87801, -5.44803], [1.34414, -0.83360, -4.37079], [-0.61955, -1.66795, 4.54506], [-2.75625, -3.32099, 2.45517], [-0.33215, -1.64260, -4.33339], [-2.20113, 1.35302, -3.74497], [-1.37214, 3.08795, 0.40004], [2.04786, -2.54993, 2.89412], [1.73546, -1.90800, -0.30381], [2.48542, 3.45313, -0.81768], [1.42153, -1.94382, -2.32709], [2.37919, 2.68639, -0.05153], [1.27444, -4.04655, 3.46091], [0.23742, 0.73358, 1.58981], [2.19350, 2.93574, 1.32355], [0.30643, 2.29829, -5.41523], [-2.43690, 0.23517, 1.80354], [-2.29872, -0.36297, -4.18162]], "mulliken_spin": [-0.018, 0.002, -0.060, -0.380, 0.014, -0.027, -0.014, 0.050, 1.212, 0.030, 1.874, 0.051, -0.004, 0.052, 0.010, 2.307, 0.264, 0.009, -0.163, 0.000, -1.643, -0.001, 0.014, 0.006, -0.104, 0.016, 0.124, 0.077, -0.056, 0.002, -0.003, 0.163, 0.026, -1.294, -0.480, -0.011, 0.007, -0.050, -0.085, 0.212, -0.001, -0.114, -0.038, 0.239, -0.110, 0.009, 0.342, 0.144, -0.788, 0.009, 0.180], "charge": -2, "max_force_ev_per_a": 1.740, "s_squared": 2.014, "homo_lumo_gap_ev": [1.79, 4.85], "multiplicity": 3}